Record 1
Formula: C19H32Br24N3O3
Source: the OMol25 dataset
Level of theory: the ωB97M-V functional and the def2-TZVPD basis

Element x y z (Å)
1 C 3.054 -4.143 2.703
2 C 1.598 -3.393 2.488
3 O 0.432 -4.220 2.857
4 C -0.293 -3.672 4.013
5 C -1.773 -3.053 3.678
6 O -2.219 -3.250 2.275
7 N -1.644 -2.298 1.500
8 C -2.246 -1.066 1.209
9 N -3.644 -0.705 1.708
10 C -4.424 -0.429 0.410
11 C -3.622 -0.849 -0.952
12 C -2.086 -0.292 -1.070
13 N -1.605 0.000 0.329
14 C -0.112 0.071 0.463
15 O 0.515 1.312 -0.024
16 C 1.881 1.460 0.547
17 C 3.071 0.818 -0.382
18 H 3.790 -3.309 3.131
19 H 3.421 -4.518 1.648
20 H 2.965 -5.020 3.479
21 H 1.504 -3.213 1.312
22 H 1.614 -2.327 2.970
23 H 0.326 -2.876 4.640
24 H -0.456 -4.586 4.763
25 H -1.769 -1.930 4.024
26 H -2.549 -3.627 4.365
27 H -0.685 -2.558 1.118
28 H -4.128 -1.504 2.163
29 H -5.379 -1.144 0.467
30 H -4.850 0.661 0.350
31 H -4.222 -0.361 -1.862
32 H -3.654 -2.018 -1.162
33 H -1.402 -1.138 -1.526
34 H -2.050 0.655 -1.798
35 H 0.363 -0.817 -0.172
36 H 0.153 -0.187 1.593
37 H 2.112 2.618 0.667
38 H 1.992 0.988 1.618
39 H 3.015 1.120 -1.520
40 H 3.166 -0.357 -0.243
41 H 4.095 1.264 0.040
42 C 3.980 4.196 -3.145
43 Br 5.547 3.043 -3.129
44 Br 2.544 3.482 -2.044
45 Br 4.424 6.027 -2.659
46 H 3.612 4.219 -4.176
47 C -7.392 -4.189 0.267
48 Br -6.588 -3.129 1.685
49 Br -9.166 -3.543 -0.203
50 Br -6.232 -4.316 -1.289
51 H -7.515 -5.205 0.658
52 C 0.124 -5.949 -0.239
53 Br 0.427 -7.781 0.340
54 Br 0.086 -4.712 1.263
55 Br 1.402 -5.398 -1.598
56 H -0.868 -5.919 -0.702
57 C -7.965 -1.940 5.585
58 Br -8.197 -0.970 7.255
59 Br -6.441 -1.281 4.571
60 Br -7.869 -3.861 5.871
61 H -8.857 -1.751 4.979
62 C 4.393 6.407 -7.254
63 Br 5.960 5.254 -7.238
64 Br 2.957 5.694 -6.153
65 Br 4.837 8.238 -6.768
66 H 4.024 6.431 -8.285
67 C 0.220 -5.826 7.758
68 Br 1.025 -4.766 9.177
69 Br -1.553 -5.180 7.288
70 Br 1.381 -5.953 6.202
71 H 0.098 -6.842 8.149
72 C 0.771 9.387 -5.376
73 Br 2.138 8.778 -4.133
74 Br -0.492 10.599 -4.527
75 Br 1.548 10.160 -6.983
76 H 0.206 8.503 -5.688
77 C 8.517 9.212 -8.284
78 Br 8.980 7.378 -8.735
79 Br 8.678 9.551 -6.375
80 Br 9.534 10.495 -9.335
81 H 7.462 9.350 -8.545

Cartesian forces, eV/Å:
C -0.404 0.774 0.134
C 4.018 2.538 -0.523
O 3.372 7.039 11.477
C -1.283 -0.174 3.061
C 0.129 -0.269 2.020
O -0.074 1.137 1.747
N -0.195 4.416 -1.554
C -1.184 -0.249 0.890
N 3.538 -1.807 -3.011
C -1.764 -0.166 -1.318
C -0.645 0.317 -1.363
C -0.854 -0.375 -1.310
N -0.452 -2.291 1.236
C 1.895 -1.780 0.108
O -0.262 -1.797 2.040
C 1.671 0.423 -0.001
C 0.715 -0.248 0.525
H -1.492 -2.012 -0.999
H -0.683 0.580 2.342
H 0.200 1.740 -1.651
H 0.668 0.177 3.064
H -0.418 -2.219 -0.241
H -1.172 -1.724 -1.647
H 0.366 2.045 -1.939
H -0.283 -2.034 -1.158
H 1.520 1.171 -1.750
H -1.381 0.322 0.309
H 0.956 0.362 -0.271
H 2.152 1.694 -0.207
H 1.263 -2.001 0.286
H 1.218 -1.146 2.067
H 0.080 2.448 0.815
H -1.271 1.619 0.704
H 0.132 -1.974 2.071
H -0.830 1.576 1.061
H -0.497 1.019 -2.142
H -0.870 -2.471 -0.380
H -0.578 0.843 -1.990
H -0.056 -0.972 2.618
H -0.407 2.418 -0.401
H -2.224 -0.898 -0.918
C 0.049 0.119 -0.183
Br -0.416 0.286 0.070
Br 0.213 0.791 -0.518
Br -0.066 -0.559 -0.061
H 0.226 -0.037 0.532
C -0.146 -0.287 -0.195
Br -0.390 -0.373 -0.157
Br 0.595 -0.114 0.162
Br -0.243 0.102 0.366
H 0.092 0.467 -0.137
C -1.173 0.047 -2.098
Br -0.010 0.676 0.010
Br -3.778 -8.739 -11.408
Br -0.027 -0.088 0.053
H 0.411 -0.422 -0.222
C -0.421 -0.102 0.105
Br 0.169 -0.298 -0.528
Br -0.117 0.058 0.347
Br 0.055 0.527 -0.089
H 0.440 -0.070 0.228
C 0.163 0.083 -0.306
Br -0.476 0.290 0.116
Br 0.178 0.207 -0.459
Br 0.008 -0.577 -0.091
H 0.123 -0.029 0.493
C 0.130 -0.155 0.286
Br -0.258 -0.262 -0.489
Br 0.328 -0.091 0.112
Br -0.165 -0.032 0.394
H 0.030 0.448 -0.217
C -0.112 -0.156 -0.056
Br -0.400 0.245 -0.220
Br 0.360 -0.278 -0.214
Br -0.240 -0.138 0.431
H 0.273 0.404 0.138
C -0.214 0.057 -0.070
Br -0.053 0.488 0.120
Br 0.006 -0.102 -0.479
Br -0.224 -0.359 0.302
H 0.469 -0.082 0.134

As for the charge: +1. As for the orbital gap: 6.9 eV. Its LUMO energy is -3.68 eV.

Here are the Mulliken charges for atoms 1 to 2, given in e: -0.9552 -0.2761

---

Record 2
Formula: C28H31BrN3O4ReS3
Source: the OMol25 dataset
Level of theory: the ωB97M-V functional and the def2-TZVPD basis

Element x y z (Å)
1 Re 0.137 0.497 -0.185
2 C -5.034 0.852 2.655
3 C -4.432 0.100 1.482
4 N -3.389 -0.849 1.919
5 C -3.880 -2.148 2.424
6 C -3.840 -3.233 1.362
7 C -2.096 -0.629 1.822
8 S -1.560 0.989 1.395
9 N -1.275 -1.613 2.232
10 C -0.092 -1.808 1.751
11 O 0.360 -1.278 0.638
12 C 0.831 -2.743 2.422
13 C 2.185 -2.737 2.103
14 C 3.054 -3.590 2.763
15 C 2.568 -4.462 3.729
16 C 1.213 -4.481 4.038
17 C 0.344 -3.619 3.390
18 H -5.837 1.500 2.303
19 H -4.282 1.474 3.143
20 H -5.454 0.175 3.400
21 H -3.996 0.787 0.764
22 H -5.179 -0.493 0.954
23 H -4.904 -1.971 2.749
24 H -3.288 -2.414 3.295
25 H -4.492 -2.987 0.522
26 H -4.184 -4.174 1.792
27 H -2.828 -3.380 0.985
28 H 2.553 -2.064 1.340
29 H 4.109 -3.578 2.524
30 H 3.245 -5.133 4.241
31 H 0.837 -5.168 4.783
32 H -0.712 -3.618 3.625
33 S -1.419 -0.173 -1.793
34 C -2.530 1.125 -2.287
35 C -3.363 0.775 -3.354
36 C -4.285 1.679 -3.852
37 C -4.393 2.947 -3.294
38 C -3.573 3.294 -2.232
39 C -2.642 2.391 -1.725
40 H -3.288 -0.216 -3.787
41 H -4.922 1.390 -4.678
42 H -5.110 3.656 -3.686
43 H -3.652 4.276 -1.782
44 H -2.020 2.689 -0.892
45 Br 7.390 -1.458 -1.176
46 C 6.221 -0.444 -0.115
47 C 6.706 0.235 0.998
48 N 5.938 0.967 1.806
49 C 4.641 1.039 1.516
50 C 4.079 0.401 0.418
51 C 4.882 -0.363 -0.422
52 C 2.641 0.516 0.169
53 O 1.847 1.027 1.017
54 O 2.116 0.079 -0.919
55 H 7.760 0.180 1.245
56 H 4.016 1.626 2.178
57 H 4.460 -0.882 -1.273
58 O 0.429 2.302 -1.052
59 S 0.559 2.959 -2.457
60 C 0.974 1.666 -3.653
61 C 2.317 2.071 -4.266
62 C 3.139 2.628 -3.105
63 C 2.221 3.649 -2.446
64 H 0.141 1.566 -4.345
65 H 1.056 0.753 -3.063
66 H 2.172 2.836 -5.031
67 H 2.783 1.211 -4.744
68 H 4.071 3.089 -3.427
69 H 3.376 1.829 -2.401
70 H 2.141 4.565 -3.037
71 H 2.439 3.917 -1.413

Cartesian forces, eV/Å:
Re 0.014 -0.130 0.004
C -0.025 0.079 0.038
C 0.184 -0.128 0.086
N -0.217 -0.075 -0.147
C -0.005 0.135 -0.059
C -0.008 -0.039 -0.042
C -0.156 -0.144 0.119
S 0.179 0.211 0.022
N -0.188 0.373 0.010
C 0.367 0.029 -0.602
O -0.198 -0.249 0.538
C -0.208 -0.013 0.019
C 0.098 -0.045 -0.017
C -0.051 0.015 -0.010
C 0.002 0.004 -0.003
C -0.017 0.025 -0.028
C 0.078 -0.034 0.082
H 0.013 -0.012 0.003
H -0.011 -0.027 -0.026
H 0.008 -0.002 -0.015
H 0.034 0.011 -0.062
H -0.046 -0.019 0.048
H -0.009 -0.026 0.043
H 0.051 -0.029 -0.020
H 0.031 0.001 0.015
H -0.012 0.016 -0.022
H -0.024 0.016 0.036
H -0.013 -0.021 0.013
H -0.001 -0.003 0.001
H -0.008 0.012 -0.013
H 0.005 0.014 -0.004
H 0.021 0.006 -0.010
S 0.148 -0.239 0.104
C 0.045 -0.180 -0.165
C -0.094 0.046 -0.066
C 0.039 -0.041 0.021
C 0.025 0.019 0.025
C 0.010 -0.040 -0.001
C -0.002 0.133 0.117
H 0.021 0.031 0.010
H 0.009 0.017 0.015
H 0.003 -0.004 0.021
H 0.005 -0.008 -0.010
H -0.035 -0.058 -0.028
Br 0.085 -0.066 -0.071
C 0.001 0.032 0.039
C -0.034 0.168 0.223
N -0.064 -0.176 -0.280
C 0.209 0.041 0.142
C -0.007 0.006 -0.009
C -0.070 0.011 -0.039
C -0.471 0.001 -0.161
O 0.262 -0.085 -0.049
O 0.129 0.041 0.057
H 0.004 0.004 0.015
H 0.018 -0.001 0.006
H -0.004 0.018 0.007
O 0.027 0.475 -0.155
S -0.423 -0.037 0.329
C 0.093 -0.076 -0.044
C -0.063 -0.029 0.062
C -0.051 -0.024 -0.003
C 0.113 0.108 -0.014
H 0.026 0.012 -0.027
H 0.019 -0.020 -0.037
H 0.020 -0.007 -0.010
H 0.011 -0.023 0.017
H -0.003 0.020 -0.021
H 0.024 -0.004 -0.017
H 0.061 0.004 0.009
H 0.025 -0.017 -0.010

As for the charge: +1. For the relative energy (zero: lowest compared OMol25 entry of this formula, charge and spin), the calculation gives 0.0 kcal/mol. As for the orbital gap (spin up / spin down): 7.5 / 7.0 eV. The expectation value of S² is 3.771. Its LUMO energy (spin up / spin down) is -2.73 / -3.74 eV. Its multiplicity is 4.

Here are the Mulliken charges for atoms 1 to 2, given in e: 1.9609 -1.1265

---

Record 3
Formula: C4H10O2
Source: the OMol25 dataset
Level of theory: the ωB97M-V functional and the def2-TZVPD basis

Element x y z (Å)
1 C -2.408 0.122 -1.753
2 O -1.205 -0.438 -1.292
3 C -0.800 0.117 -0.062
4 C 0.531 -0.518 0.353
5 O 1.437 0.519 0.670
6 C 2.644 0.181 1.274
7 H -2.629 -0.332 -2.722
8 H -3.243 -0.082 -1.063
9 H -2.324 1.213 -1.879
10 H -0.652 1.205 -0.156
11 H -1.582 -0.045 0.699
12 H 0.409 -1.171 1.228
13 H 0.908 -1.118 -0.487
14 H 2.662 0.194 2.499
15 H 2.885 -0.791 1.681
16 H 3.368 0.944 1.009

Cartesian forces, eV/Å:
C -0.252 0.089 -0.128
O 0.077 -0.068 -0.010
C 0.168 0.061 0.255
C -0.043 -0.182 0.095
O -0.053 -0.069 0.171
C -0.140 0.734 4.054
H 0.019 0.069 0.153
H 0.141 0.020 -0.085
H 0.013 -0.166 0.024
H 0.027 -0.159 -0.009
H 0.150 0.005 -0.119
H -0.072 -0.021 -0.114
H -0.047 0.030 0.104
H -1.051 2.175 -1.335
H 0.537 -1.729 -2.839
H 0.527 -0.790 -0.217

As for the charge: 0. For the relative energy (zero: lowest compared OMol25 entry of this formula, charge and spin), the calculation gives 76.2 kcal/mol. As for the orbital gap: 10.3 eV. Its LUMO energy is 1.05 eV. Its structure (SMILES) is COCCOC.

Here are the Mulliken charges for atoms 1 to 2, given in e: -0.6908 -0.3045

---

no.,maximum force (eV Å⁻¹)
1,14.859
2,0.706
3,4.123